Here is 7 unconnected molecules or ions with the total composition C25H53BrN6O11 in a non-equilibrium geometry from OMol25. Energies are from ωB97M-V with the def2-TZVPD basis set.

Last columns: bonded neighbours and bond lengths (Å).
Atoms and positions in Å:
1 C -1.078 -2.362 2.592  C2 1.623, H14 1.154, H15 1.138, H16 1.145
2 C 0.359 -2.066 1.896  C1 1.623, O3 1.465, C4 1.629, H17 1.140
3 O 1.345 -2.707 2.769  C2 1.465, H18 0.984
4 C 0.423 -2.777 0.432  C2 1.629, O5 1.451, H19 1.138, H20 1.150
5 O -0.935 -2.770 -0.082  C4 1.451, C6 1.437
6 C -1.079 -1.933 -1.241  O5 1.437, C7 1.607, O11 1.478, H21 1.154
7 C -0.767 -0.378 -0.982  C6 1.607, C8 1.612, H22 1.153, H23 1.135
8 C -0.045 0.238 -2.285  C7 1.612, O9 1.250, Br10 1.981
9 O -0.492 1.300 -2.771  C8 1.250
10 Br 1.492 -0.595 -3.217  C8 1.981
11 O -2.510 -2.000 -1.606  C6 1.478, C12 1.442
12 C -3.160 -2.935 -0.722  O11 1.442, O13 1.252, H24 1.147
13 O -3.417 -4.067 -1.191  C12 1.252
14 H -1.041 -1.958 3.671  C1 1.154
15 H -1.941 -1.823 2.081  C1 1.138
16 H -1.243 -3.495 2.617  C1 1.145
17 H 0.555 -0.944 1.844  C2 1.140
18 H 0.863 -3.033 3.562  O3 0.984
19 H 0.864 -3.813 0.594  C4 1.138
20 H 1.134 -2.224 -0.281  C4 1.150
21 H -0.519 -2.365 -2.152  C6 1.154
22 H -1.743 0.226 -0.873  C7 1.153
23 H -0.165 -0.167 -0.043  C7 1.135
24 H -3.461 -2.673 0.353  C12 1.147
25 C -5.522 -5.762 3.802  N26 1.449, H30 1.093, H31 1.093, H32 1.091
26 N -4.161 -5.646 4.284  C25 1.449, C27 1.450, C28 1.363
27 C -3.440 -6.851 4.649  N26 1.450, H33 1.093, H34 1.093, H35 1.090
28 C -3.535 -4.442 4.405  N26 1.363, O29 1.217, H36 1.102
29 O -2.397 -4.277 4.801  C28 1.217
30 H -6.135 -6.235 4.575  C25 1.093
31 H -5.531 -6.380 2.901  C25 1.093
32 H -5.939 -4.782 3.567  C25 1.091
33 H -3.141 -6.785 5.698  C27 1.093
34 H -2.540 -6.930 4.033  C27 1.093
35 H -4.065 -7.731 4.499  C27 1.090
36 H -4.170 -3.593 4.102  C28 1.102
37 C 3.843 3.560 -1.027  N38 1.449, H42 1.092, H43 1.093, H44 1.091
38 N 2.695 3.017 -0.328  C37 1.449, C39 1.451, C40 1.358
39 C 1.921 3.891 0.535  N38 1.451, H45 1.094, H46 1.091, H47 1.086
40 C 2.321 1.717 -0.455  N38 1.358, O41 1.219, H48 1.102
41 O 1.369 1.200 0.105  C40 1.219
42 H 4.558 3.941 -0.295  C37 1.092
43 H 3.511 4.377 -1.674  C37 1.093
44 H 4.328 2.796 -1.637  C37 1.091
45 H 1.930 3.487 1.551  C39 1.094
46 H 0.890 3.921 0.178  C39 1.091
47 H 2.338 4.894 0.536  C39 1.086
48 H 2.975 1.145 -1.132  C40 1.102
49 C 7.527 7.215 2.149  N50 1.449, H54 1.093, H55 1.093, H56 1.091
50 N 6.953 6.511 1.021  C49 1.449, C51 1.451, C52 1.363
51 C 5.746 7.033 0.408  N50 1.451, H57 1.093, H58 1.093, H59 1.090
52 C 7.511 5.374 0.516  N50 1.363, O53 1.216, H60 1.102
53 O 7.079 4.738 -0.427  C52 1.216
54 H 6.793 7.252 2.958  C49 1.093
55 H 7.782 8.233 1.842  C49 1.093
56 H 8.428 6.713 2.506  C49 1.091
57 H 4.959 6.276 0.466  C51 1.093
58 H 5.944 7.252 -0.644  C51 1.093
59 H 5.420 7.940 0.917  C51 1.090
60 H 8.423 5.066 1.053  C52 1.102
61 C -5.467 -3.724 -3.531  N62 1.450, H66 1.093, H67 1.093, H68 1.089
62 N -6.809 -3.262 -3.235  C61 1.450, C63 1.450, C64 1.362
63 C -7.922 -3.802 -3.991  N62 1.450, H69 1.093, H70 1.093, H71 1.090
64 C -7.058 -2.335 -2.268  N62 1.362, O65 1.217, H72 1.102
65 O -8.158 -1.906 -1.970  C64 1.217
66 H -5.236 -3.499 -4.575  C61 1.093
67 H -5.420 -4.804 -3.371  C61 1.093
68 H -4.735 -3.236 -2.890  C61 1.089
69 H -8.439 -2.986 -4.501  C63 1.093
70 H -8.622 -4.284 -3.303  C63 1.093
71 H -7.569 -4.528 -4.724  C63 1.090
72 H -6.145 -1.991 -1.755  C64 1.102
73 C -2.239 6.942 2.520  N74 1.449, H78 1.093, H79 1.093, H80 1.091
74 N -1.150 7.146 1.587  C73 1.449, C75 1.450, C76 1.362
75 C -1.113 8.367 0.805  N74 1.450, H81 1.093, H82 1.093, H83 1.090
76 C -0.158 6.227 1.419  N74 1.362, O77 1.217, H84 1.103
77 O 0.782 6.337 0.655  C76 1.217
78 H -3.185 6.955 1.972  C73 1.093
79 H -2.233 7.749 3.257  C73 1.093
80 H -2.139 5.986 3.036  C73 1.091
81 H -1.132 8.113 -0.257  C75 1.093
82 H -0.186 8.903 1.021  C75 1.093
83 H -1.967 9.001 1.047  C75 1.090
84 H -0.281 5.338 2.060  C76 1.103
85 C 5.039 -5.065 -3.932  N86 1.449, H90 1.093, H91 1.093, H92 1.091
86 N 4.009 -4.118 -3.556  C85 1.449, C87 1.450, C88 1.364
87 C 3.362 -3.338 -4.592  N86 1.450, H93 1.093, H94 1.093, H95 1.090
88 C 3.629 -3.938 -2.259  N86 1.364, O89 1.217, H96 1.102
89 O 2.773 -3.162 -1.876  C88 1.217
90 H 5.851 -4.530 -4.431  C85 1.093
91 H 4.613 -5.803 -4.616  C85 1.093
92 H 5.436 -5.579 -3.055  C85 1.091
93 H 3.520 -2.276 -4.392  C87 1.093
94 H 2.288 -3.541 -4.576  C87 1.093
95 H 3.769 -3.591 -5.572  C87 1.090
96 H 4.183 -4.579 -1.554  C88 1.102

SMILES string: C[C@@H](O)CO[C@H](CC(=O)Br)OC=O.CN(C)C=O.CN(C)C=O.CN(C)C=O.CN(C)C=O.CN(C)C=O.CN(C)C=O
Frontier orbital gap: 9.44 eV
Spin multiplicity: 1
ΔE to the lowest compared entry with this formula, charge and spin: 2.445 eV
Electronic energy: -128287.108 eV

Here is 8 unconnected molecules or ions with the total composition C25H54B2BrN10O22PS in a non-equilibrium geometry from OMol25. Energies are from ωB97M-V with the def2-TZVPD basis set.

Last columns: bonded neighbours and bond lengths (Å).
Atoms and positions in Å:
1 C 5.842 -1.525 -1.578  B2 1.604, H35 1.135, H36 1.121, H37 1.116
2 B 5.994 -0.137 -0.788  C1 1.604, O3 1.407, C4 1.649
3 O 7.294 0.283 -0.450  B2 1.407, H38 0.974
4 C 4.737 0.837 -0.353  B2 1.649, B5 1.617, C8 1.588, S32 1.857
5 B 4.991 1.339 1.163  C4 1.617, N6 1.469, O7 1.437
6 N 5.821 0.605 2.127  B5 1.469, H39 1.029, H40 1.029
7 O 4.375 2.544 1.645  B5 1.437, H41 0.973
8 C 3.312 0.183 -0.603  C4 1.588, P9 1.873, C13 1.579, H42 1.130
9 P 2.845 -1.135 0.644  C8 1.873, N10 1.568, O11 1.689, O12 1.663
10 N 4.038 -2.013 1.158  P9 1.568, H43 1.024
11 O 1.775 -2.161 -0.165  P9 1.689, H44 0.982
12 O 2.070 -0.417 1.928  P9 1.663, H45 0.974
13 C 2.181 1.283 -0.538  C8 1.579, C14 1.562, H46 1.129, H47 1.131
14 C 2.282 2.446 -1.578  C13 1.562, C15 1.587, C27 1.597, O31 1.455
15 C 1.961 2.057 -3.082  C14 1.587, C16 1.572, H48 1.125, H49 1.129
16 C 1.199 0.698 -3.290  C15 1.572, C17 1.577, H50 1.120, H51 1.130
17 C -0.317 0.698 -2.856  C16 1.577, N18 1.478, H52 1.131, H53 1.119
18 N -0.662 -0.656 -2.373  C17 1.478, C19 1.483, H54 1.021
19 C -2.055 -1.060 -2.679  N18 1.483, C20 1.579, H55 1.118, H56 1.132
20 C -2.796 -1.334 -1.312  C19 1.579, C21 1.472, C25 1.467
21 C -1.986 -1.652 -0.125  C20 1.472, C22 1.476, H57 1.114
22 C -2.590 -1.888 1.202  C21 1.476, C23 1.465, H58 1.119
23 C -4.047 -1.798 1.325  C22 1.465, C24 1.460, H59 1.103
24 C -4.845 -1.516 0.136  C23 1.460, C25 1.457, H60 1.116
25 C -4.255 -1.288 -1.176  C20 1.467, C24 1.457, O26 1.418
26 O -5.045 -1.024 -2.324  C25 1.418, H61 0.977
27 C 1.168 3.506 -1.146  C14 1.597, C28 1.585, H62 1.121, H63 1.125
28 C 1.595 4.361 0.118  C27 1.585, C29 1.593, Br30 2.000, H64 1.116
29 C 0.556 4.268 1.322  C28 1.593, H65 1.115, H66 1.125, H67 1.130
30 Br 1.703 6.300 -0.363  C28 2.000
31 O 3.530 3.193 -1.568  C14 1.455, S32 1.633
32 S 4.858 2.244 -1.558  C4 1.857, O31 1.633, O33 1.465, O34 1.468
33 O 5.962 3.080 -1.079  S32 1.465
34 O 5.251 1.714 -2.869  S32 1.468
35 H 5.737 -1.257 -2.676  C1 1.135
36 H 6.776 -2.129 -1.447  C1 1.121
37 H 4.909 -2.075 -1.307  C1 1.116
38 H 7.876 -0.171 -1.086  O3 0.974
39 H 5.445 -0.332 2.326  N6 1.029
40 H 5.799 1.085 3.037  N6 1.029
41 H 4.143 2.357 2.571  O7 0.973
42 H 3.376 -0.346 -1.599  C8 1.130
43 H 3.850 -2.983 0.889  N10 1.024
44 H 1.508 -1.673 -0.975  O11 0.982
45 H 2.441 0.456 2.149  O12 0.974
46 H 2.185 1.760 0.485  C13 1.129
47 H 1.178 0.766 -0.604  C13 1.131
48 H 2.885 2.054 -3.724  C15 1.125
49 H 1.305 2.861 -3.528  C15 1.129
50 H 1.682 -0.197 -2.822  C16 1.120
51 H 1.206 0.500 -4.403  C16 1.130
52 H -0.935 0.946 -3.770  C17 1.131
53 H -0.588 1.458 -2.080  C17 1.119
54 H -0.072 -1.377 -2.790  N18 1.021
55 H -2.609 -0.357 -3.349  C19 1.118
56 H -2.023 -2.063 -3.204  C19 1.132
57 H -0.875 -1.736 -0.157  C21 1.114
58 H -1.921 -2.104 2.072  C22 1.119
59 H -4.486 -1.945 2.326  C23 1.103
60 H -5.953 -1.463 0.266  C24 1.116
61 H -5.064 -1.874 -2.805  O26 0.977
62 H 0.194 3.016 -0.886  C27 1.121
63 H 0.962 4.246 -1.968  C27 1.125
64 H 2.589 4.091 0.548  C28 1.116
65 H -0.508 4.253 0.990  C29 1.115
66 H 0.799 5.137 1.994  C29 1.125
67 H 0.854 3.351 1.911  C29 1.130
68 C 3.366 9.898 -0.872  N69 1.488, H72 1.086, H73 1.088, H74 1.088
69 N 1.897 10.072 -1.037  C68 1.488, O70 1.215, O71 1.217
70 O 1.485 11.196 -1.241  N69 1.215
71 O 1.215 9.068 -0.954  N69 1.217
72 H 3.845 10.868 -0.969  C68 1.086
73 H 3.537 9.479 0.117  C68 1.088
74 H 3.705 9.219 -1.652  C68 1.088
75 C 7.281 2.779 -4.966  N76 1.488, H79 1.086, H80 1.087, H81 1.087
76 N 7.999 3.030 -6.245  C75 1.488, O77 1.217, O78 1.217
77 O 9.146 3.431 -6.176  N76 1.217
78 O 7.383 2.816 -7.272  N76 1.217
79 H 7.946 3.011 -4.139  C75 1.086
80 H 6.405 3.423 -4.948  C75 1.087
81 H 6.997 1.730 -4.949  C75 1.087
82 C -8.135 -2.240 4.035  N83 1.487, H86 1.087, H87 1.088, H88 1.088
83 N -6.845 -2.219 3.294  C82 1.487, O84 1.219, O85 1.217
84 O -6.357 -1.129 3.048  N83 1.219
85 O -6.370 -3.296 2.988  N83 1.217
86 H -8.437 -1.217 4.240  C82 1.087
87 H -8.867 -2.739 3.405  C82 1.088
88 H -7.973 -2.788 4.961  C82 1.088
89 C -6.663 1.358 -1.836  N90 1.488, H93 1.087, H94 1.087, H95 1.085
90 N -7.094 2.143 -0.648  C89 1.488, O91 1.218, O92 1.215
91 O -8.099 2.822 -0.758  N90 1.218
92 O -6.408 2.049 0.350  N90 1.215
93 H -7.364 1.538 -2.647  C89 1.087
94 H -5.665 1.693 -2.108  C89 1.087
95 H -6.662 0.310 -1.555  C89 1.085
96 C -3.275 -6.021 0.863  N97 1.488, H100 1.087, H101 1.088, H102 1.088
97 N -2.519 -5.780 -0.396  C96 1.488, O98 1.216, O99 1.216
98 O -1.376 -5.377 -0.294  N97 1.216
99 O -3.102 -6.002 -1.440  N97 1.216
100 H -2.633 -5.781 1.706  C96 1.087
101 H -4.151 -5.376 0.848  C96 1.088
102 H -3.557 -7.072 0.878  C96 1.088
103 C -7.746 -4.630 8.374  N104 1.487, H107 1.086, H108 1.088, H109 1.088
104 N -8.795 -4.547 7.323  C103 1.487, O105 1.213, O106 1.220
105 O -9.953 -4.575 7.684  N104 1.213
106 O -8.412 -4.457 6.169  N104 1.220
107 H -8.229 -4.707 9.344  C103 1.086
108 H -7.147 -5.515 8.170  C103 1.088
109 H -7.146 -3.725 8.311  C103 1.088
110 C 1.485 -6.773 1.811  N111 1.488, H114 1.086, H115 1.088, H116 1.088
111 N 0.500 -7.296 2.795  C110 1.488, O112 1.217, O113 1.215
112 O -0.208 -6.487 3.365  N111 1.217
113 O 0.474 -8.500 2.959  N111 1.215
114 H 1.396 -5.691 1.769  C110 1.086
115 H 2.476 -7.066 2.151  C110 1.088
116 H 1.251 -7.217 0.846  C110 1.088

SMILES string: CB(O)[C@]1(B(N)O)[C@@H](P(=N)(O)O)C[C@@](CCCNCc2ccccc2O)(C[C@H](C)Br)OS1(=O)=O.C[N+](=O)[O-].C[N+](=O)[O-].C[N+](=O)[O-].C[N+](=O)[O-].C[N+](=O)[O-].C[N+](=O)[O-].C[N+](=O)[O-]
Frontier orbital gap: 8.57 eV
Spin multiplicity: 1
Electronic energy: -178248.558 eV

- The lowest frontier orbital gap belongs to which entry?
  C25H54B2BrN10O22PS

- What is the formula in the second record?
  C25H54B2BrN10O22PS